No. 1
6
Properties=species:S:1:pos:R:3:forces:R:3:mulliken_charge:R:1 method="wB97M-V/def2-TZVPD" homo_energy_ev=-10.68 smiles="O=C=S.O=C=S" charge=0 multiplicity=1 fmax_ha_per_bohr=0.0518 e_lumo_ev=0.5 e_above_lowest_ev=0.045 homo_lumo_gap_ev=11.17
C 1.577847 0.750526 -0.347950 -0.275 -0.187 -2.644 0.65
C -1.946205 0.529084 0.402548 0.861 0.584 1.085 0.60
O 1.323895 0.954181 -1.465292 0.053 0.315 1.060 -0.34
O -1.741722 0.906534 1.492439 -0.690 -0.724 -1.788 -0.35
S -2.065250 0.062736 -1.095465 -0.205 0.131 0.727 -0.26
S 1.984458 0.295873 1.055715 0.256 -0.120 1.560 -0.31

=====

No. 2
5
Properties=species:S:1:pos:R:3:forces:R:3:mulliken_charge:R:1 method="wB97M-V/def2-TZVPD" homo_energy_ev=-13.09 charge=0 multiplicity=1 fmax_ha_per_bohr=0.1002 e_lumo_ev=0.5 e_above_lowest_ev=0.187 homo_lumo_gap_ev=13.60
C -1.982072 -0.104115 1.955761 2.118 0.074 1.820 0.10
C 1.578972 0.048910 -1.096965 1.525 1.614 -0.929 0.63
O 2.223837 0.688083 -1.782024 1.384 1.261 -2.191 -0.33
O 0.999140 -0.500294 -0.314275 -2.919 -2.874 3.122 -0.29
O -2.819877 -0.132584 1.237503 -2.108 -0.075 -1.822 -0.10

=====

No. 3
5
Properties=species:S:1:pos:R:3:forces:R:3:mulliken_charge:R:1 method="wB97M-V/def2-TZVPD" homo_energy_ev=-12.95 charge=0 multiplicity=1 fmax_ha_per_bohr=0.0500 e_lumo_ev=0.7 e_above_lowest_ev=0.103 homo_lumo_gap_ev=13.62
C 0.433054 -1.323671 0.023325 0.426 -1.322 -0.090 0.68
C -0.696772 1.570074 0.244476 -0.075 -1.258 0.833 0.12
O -0.644953 2.492220 -0.374420 0.057 1.290 -0.831 -0.13
O 1.060239 -0.788850 -0.764002 0.966 1.866 -1.482 -0.33
O -0.087473 -2.039581 0.745794 -1.374 -0.575 1.570 -0.33